1.
Density functional theory data (wB97M-V/def2-TZVPD) for the molecule C19H26N4O3S in a non-equilibrium geometry.

E_tot   -43064.135 eV
Strongest force on any atom   1.183 eV Å⁻¹
ΔE to the lowest compared entry with this formula, charge and spin   1.589 eV
Kohn-Sham gap   0.347 Eh
Structure (SMILES)   C[C@@H](CCc1ccccc1)NC(=O)C1CCN(S(=O)(=O)c2cnc[nH]2)CC1
HOMO energy   -8.916 eV

```
53
Properties=species:S:1:pos:R:3:nbo_charge:R:1
C 2.0779 3.4469 -0.3407 -0.61
C 2.6044 2.0087 -0.3409 -0.06
C 3.1710 1.6475 1.0317 -0.40
C 4.0275 0.3762 1.0290 -0.41
C 3.2356 -0.8874 0.8495 -0.01
C 3.3624 -1.6581 -0.2980 -0.22
C 2.6714 -2.8507 -0.4267 -0.20
C 1.8336 -3.2839 0.5869 -0.23
C 1.6896 -2.5156 1.7302 -0.23
C 2.3901 -1.3295 1.8613 -0.19
N 1.5269 1.1086 -0.7036 -0.64
C 1.3050 0.6971 -1.9668 0.70
O 2.0898 0.8762 -2.8746 -0.63
C -0.0469 0.0065 -2.1880 -0.31
C -1.1751 1.0250 -1.9670 -0.41
C -2.5434 0.3475 -2.0647 -0.23
N -2.6447 -0.7953 -1.1906 -0.67
S -3.1948 -0.5370 0.3411 2.34
O -3.2787 -1.8023 0.9964 -0.92
O -4.3582 0.2996 0.2394 -0.95
C -2.0240 0.4952 1.2095 -0.24
C -0.7892 0.3634 1.7898 -0.08
N -0.3617 1.5729 2.2346 -0.47
C -1.3143 2.4230 1.9534 0.18
N -2.3449 1.8194 1.3254 -0.51
C -1.6302 -1.7998 -1.4024 -0.23
C -0.2169 -1.2260 -1.2953 -0.42
H 2.8863 4.1474 -0.1518 0.21
H 1.6366 3.6812 -1.3066 0.22
H 1.3227 3.5662 0.4342 0.20
H 3.3686 1.9012 -1.1172 0.23
H 3.7942 2.4786 1.3665 0.21
H 2.3439 1.5442 1.7380 0.22
H 4.5538 0.3204 1.9859 0.22
H 4.7761 0.4535 0.2384 0.21
H 4.0109 -1.3263 -1.0955 0.22
H 2.7940 -3.4476 -1.3192 0.21
H 1.2968 -4.2159 0.4896 0.22
H 1.0402 -2.8516 2.5264 0.22
H 2.2924 -0.7437 2.7648 0.21
H 0.8310 0.9634 0.0111 0.40
H -0.0675 -0.3112 -3.2356 0.22
H -1.0681 1.4931 -0.9871 0.20
H -1.1060 1.8121 -2.7201 0.23
H -2.7144 0.0015 -3.0894 0.21
H -3.3487 1.0300 -1.7899 0.23
H -0.1982 -0.5188 1.9312 0.23
H -1.2841 3.4687 2.1837 0.21
H -3.2360 2.1876 1.0272 0.45
H -1.7915 -2.2281 -2.3974 0.20
H -1.7934 -2.5740 -0.6528 0.24
H 0.5039 -1.9875 -1.5929 0.24
H -0.0145 -0.9747 -0.2556 0.21
```

---

2.
Density functional theory data (wB97M-V/def2-TZVPD) for the molecule C4H3IOS in a non-equilibrium geometry.

E_tot   -25175.415 eV
Strongest force on any atom   3.779 eV Å⁻¹
Expectation value of S²   2.0368
ΔE to the lowest compared entry with this formula, charge and spin   0.400 eV
Kohn-Sham gap (alpha / beta)   0.231 / 0.250 Eh
HOMO energy (alpha / beta)   -5.935 / -8.774 eV
2S+1   3

```
10
Properties=species:S:1:pos:R:3:nbo_charge:R:1
C -0.3855 0.3737 1.2039 -0.39
C 0.0629 -1.7760 0.0216 -0.39
C -0.0348 0.6798 -0.0893 0.15
C 0.1327 -0.4262 -0.9060 -0.21
O -0.0220 1.9516 -0.6564 -0.67
S -0.3092 -1.2756 1.6107 0.35
I 0.7496 -0.5166 -2.9021 0.22
H -0.3088 1.1678 2.0383 0.23
H -0.1131 -2.7960 -0.3774 0.23
H 0.2281 2.6175 0.0566 0.48
```

---

3.
Density functional theory data (wB97M-V/def2-TZVPD) for a cluster of 2 separate species, C4H5FO in total in a non-equilibrium geometry.

E_tot   -8987.892 eV
Strongest force on any atom   5.774 eV Å⁻¹
ΔE to the lowest compared entry with this formula, charge and spin   5.138 eV
Kohn-Sham gap (alpha / beta)   0.301 / 0.321 Eh
HOMO energy (alpha / beta)   -8.111 / -8.240 eV

```
11
Properties=species:S:1:pos:R:3:nbo_charge:R:1
C 1.7541 -2.2050 -0.8344 0.35
C -1.2437 0.3306 0.2144 -0.50
C -0.4118 1.7456 0.0126 -0.48
C 0.2178 0.4596 0.4259 0.39
O 2.5698 -2.8929 -0.2730 -0.46
F 0.7957 0.1576 1.5760 -0.32
H 0.8703 -2.3768 -1.3239 0.12
H -2.0115 0.1607 1.0051 0.23
H -1.5435 -0.0510 -0.7662 0.22
H -0.4904 2.2278 -0.9360 0.24
H -0.5068 2.4436 0.8995 0.22
```

---

4.
Density functional theory data (wB97M-V/def2-TZVPD) for the molecule C7H12N2 in a non-equilibrium geometry.

E_tot   -10429.458 eV
Strongest force on any atom   5.777 eV Å⁻¹
ΔE to the lowest compared entry with this formula, charge and spin   4.019 eV
Kohn-Sham gap   0.315 Eh
Structure (SMILES)   [H]/N=C/C(=C)N(C)/C=C/C
HOMO energy   -7.576 eV

```
21
Properties=species:S:1:pos:R:3:nbo_charge:R:1
H -1.5838 3.0592 -0.5928 0.35
N -1.2691 2.0917 -0.4649 -0.66
C -2.1234 1.3669 0.0766 0.14
C -1.6318 -0.3106 0.1695 0.19
C -2.6358 -0.9812 0.7304 -0.48
N -0.3478 -0.5966 -0.2906 -0.45
C -0.1042 -1.8843 -0.8660 -0.38
C 0.7275 0.2166 -0.0429 -0.01
C 2.0412 -0.0469 0.1058 -0.29
C 3.1512 0.9726 0.4062 -0.64
H -3.2452 1.7119 0.3851 0.17
H -2.4675 -2.1069 0.7547 0.20
H -3.5796 -0.6055 1.0994 0.22
H 0.6811 -1.8563 -1.5065 0.21
H 0.2384 -2.7620 -0.0857 0.16
H -0.9036 -2.1813 -1.3823 0.20
H 0.3341 1.3097 -0.0072 0.24
H 2.3378 -1.0331 0.0239 0.18
H 2.6687 1.7621 0.9517 0.22
H 3.9921 0.6725 1.1210 0.21
H 3.7197 1.2016 -0.5856 0.21
```

---

5.
Density functional theory data (wB97M-V/def2-TZVPD) for a structure of composition C35H29BrN3O2P2S2Tm in a non-equilibrium geometry.

E_tot   -185154.062 eV
Strongest force on any atom   4.203 eV Å⁻¹
Expectation value of S²   2.0022
Kohn-Sham gap (alpha / beta)   0.214 / 0.215 Eh
HOMO energy (alpha / beta)   -6.533 / -6.552 eV
2S+1   3

```
75
Properties=species:S:1:pos:R:3:lowdin_charge:R:1
Tm 11.2187 10.4336 12.3622 1.07
O 10.6115 12.3110 13.3872 -0.45
P 9.9979 13.6423 13.0922 0.78
C 9.7226 14.0558 11.3259 -0.24
P 11.0290 13.3241 10.1353 0.81
O 11.4173 11.9539 10.6422 -0.45
C 10.1817 13.1785 8.5693 -0.29
C 9.0338 12.3945 8.5846 -0.09
C 8.3310 12.1089 7.4399 -0.06
C 8.7021 12.6698 6.2321 -0.06
C 9.7106 13.6341 6.2276 -0.06
C 10.5088 13.7683 7.3702 -0.07
C 12.3070 14.5745 10.0125 -0.28
C 13.6792 14.2448 10.0724 -0.06
C 14.6971 15.0804 9.5887 -0.06
C 14.3754 16.3293 9.0587 -0.06
C 13.0447 16.7657 9.1412 -0.07
C 12.0464 15.8834 9.5462 -0.10
C 11.1558 14.9228 13.5465 -0.28
C 12.4279 14.5845 13.8529 -0.10
C 13.4190 15.4779 14.0782 -0.05
C 13.1450 16.8651 13.9715 -0.05
C 11.8466 17.2751 13.6874 -0.07
C 10.8586 16.3095 13.4093 -0.08
C 8.4387 13.7387 13.9681 -0.28
C 7.6080 12.6414 13.9295 -0.08
C 6.4651 12.6236 14.6894 -0.05
C 6.1385 13.7242 15.5510 -0.05
C 7.0256 14.7739 15.6504 -0.08
C 8.1651 14.7846 14.8376 -0.07
H 9.6939 15.1759 11.1877 0.08
H 8.7474 13.6641 10.9183 0.08
H 8.8207 11.8828 9.5396 0.06
H 7.6520 11.2966 7.4496 0.11
H 8.2800 12.3715 5.2785 0.11
H 9.8435 14.2752 5.3800 0.10
H 11.3749 14.5084 7.3612 0.13
H 14.0134 13.2121 10.3706 0.12
H 15.7352 14.7632 9.5977 0.11
H 15.1296 16.9953 8.7174 0.10
H 12.7199 17.7756 8.9018 0.11
H 11.0058 16.2102 9.5423 0.11
H 12.7012 13.5585 14.0114 0.11
H 14.4442 15.1510 14.1985 0.12
H 13.9448 17.5523 14.1131 0.10
H 11.5764 18.3439 13.5454 0.12
H 9.8923 16.6579 13.1149 0.10
H 7.8712 11.7124 13.3292 0.11
H 5.7938 11.7723 14.7976 0.11
H 5.2427 13.6987 16.1897 0.11
H 7.0524 15.4721 16.4551 0.10
H 8.7978 15.6727 14.9111 0.10
S 9.7513 9.2290 14.4016 0.59
C 9.8441 8.0022 13.2583 -0.85
C 10.3781 6.7378 13.6947 -0.30
N 10.8454 5.6962 13.9368 0.16
C 9.4447 8.1623 11.8456 -0.87
S 8.8977 9.5556 11.0544 0.54
C 9.6496 7.0301 10.9655 -0.32
N 9.9616 6.2324 10.1489 0.14
Br 17.1818 10.0676 15.9856 0.72
C 15.6002 10.0544 14.9884 -0.74
C 14.6288 9.0915 15.2361 -0.11
C 13.4133 9.0906 14.4708 -0.12
C 13.2888 10.0812 13.5339 -0.34
C 14.2709 10.9482 13.1600 -0.18
C 15.4324 10.9767 13.9474 -0.15
H 14.7967 8.4104 16.0755 0.10
H 12.6923 8.3095 14.5860 0.06
H 14.1967 11.7290 12.4143 0.06
H 16.2482 11.6832 13.7175 0.09
N 12.4553 8.6535 11.3327 0.00
H 12.2829 7.6721 11.5612 0.06
H 13.4933 8.6830 11.4010 0.08
H 12.2118 8.7658 10.3633 0.05
```